The following is a DFT calculation (wB97M-V/def2-TZVPD) of a cluster of 3 separate species, C13H30BrO4P in total in a non-equilibrium geometry.

Values from the calculation:
Highest occupied orbital energy ... -0.3261 Ha
LUMO ... 0.491 eV
Charge ... 0
Largest force on an atom ... 1.045 eV/A

CARTESIAN COORDINATES (ANGSTROEM)
1 C -0.154 1.883 -2.936
2 C -0.664 3.220 -3.452
3 Br -0.786 4.509 -1.982
4 C -2.011 3.135 -4.162
5 P -3.428 2.633 -3.144
6 C -4.499 4.055 -2.936
7 C -4.401 1.174 -3.909
8 O -4.370 0.198 -3.177
9 O -4.844 1.506 -4.985
10 H 0.266 1.311 -3.766
11 H -0.945 1.303 -2.457
12 H 0.632 2.010 -2.192
13 H 0.051 3.656 -4.146
14 H -1.930 2.439 -5.001
15 H -2.264 4.115 -4.576
16 H -2.949 2.276 -1.886
17 H -5.247 3.829 -2.177
18 H -4.984 4.229 -3.897
19 H -3.916 4.931 -2.649
20 C 0.948 0.240 2.031
21 C 1.436 0.184 0.595
22 O 1.402 1.429 -0.084
23 C 2.180 2.470 0.479
24 C 3.667 2.169 0.557
25 H -0.069 0.631 2.075
26 H 0.954 -0.761 2.465
27 H 1.579 0.874 2.655
28 H 0.788 -0.468 0.010
29 H 2.443 -0.248 0.552
30 H 1.795 2.753 1.465
31 H 2.011 3.323 -0.181
32 H 3.882 1.333 1.223
33 H 4.200 3.041 0.937
34 H 4.061 1.925 -0.431
35 C 0.827 -4.915 1.426
36 C 1.692 -4.099 2.372
37 O 0.981 -3.507 3.444
38 C 0.307 -4.401 4.312
39 C 1.215 -5.402 5.006
40 H 0.022 -4.302 1.019
41 H 1.433 -5.288 0.600
42 H 0.378 -5.777 1.920
43 H 2.130 -3.259 1.830
44 H 2.525 -4.704 2.747
45 H -0.498 -4.922 3.782
46 H -0.167 -3.758 5.054
47 H 1.697 -6.079 4.301
48 H 0.631 -6.008 5.699
49 H 1.995 -4.886 5.568

***

The following is a DFT calculation (wB97M-V/def2-TZVPD) of a cluster of 2 separate species, CClF3OS in total in a non-equilibrium geometry.

Values from the calculation:
Highest occupied orbital energy ... -0.4016 Ha
LUMO ... -0.922 eV
Charge ... 0
Largest force on an atom ... 2.664 eV/A

CARTESIAN COORDINATES (ANGSTROEM)
1 C -2.422 -0.404 0.028
2 O 2.889 0.409 1.202
3 F -2.716 0.699 0.789
4 F -2.899 -0.159 -1.184
5 F 2.706 -0.750 -1.059
6 S 2.189 0.449 -0.087
7 Cl 0.252 -0.244 0.311

***

The following is a DFT calculation (wB97M-V/def2-TZVPD) of a cluster of 10 separate species, C23H63N4O16 in total in a non-equilibrium geometry.

Values from the calculation:
Highest occupied orbital energy ... -0.2042 Ha
LUMO ... 1.358 eV
Charge ... -1
Largest force on an atom ... 5.826 eV/A

CARTESIAN COORDINATES (ANGSTROEM)
1 C -13.287 12.365 -11.188
2 N -13.455 10.814 -11.601
3 C -14.638 10.699 -12.544
4 C -12.204 10.436 -12.389
5 C -13.501 9.942 -10.303
6 C -14.727 10.355 -9.389
7 O -14.452 11.014 -8.147
8 H -14.110 12.793 -10.614
9 H -13.126 12.874 -12.138
10 H -12.423 12.432 -10.527
11 H -14.755 9.652 -12.824
12 H -14.537 11.254 -13.477
13 H -15.506 11.086 -12.010
14 H -11.453 10.164 -11.647
15 H -12.005 11.080 -13.246
16 H -12.465 9.496 -12.875
17 H -12.555 10.013 -9.766
18 H -13.666 8.954 -10.735
19 H -15.149 9.390 -9.109
20 H -15.542 10.784 -9.974
21 H -13.782 10.546 -7.644
22 O -14.509 8.245 -15.175
23 C -13.227 8.659 -15.506
24 C -13.004 10.141 -15.990
25 O -11.751 10.782 -16.154
26 H -12.613 8.120 -16.227
27 H -12.568 8.587 -14.640
28 H -13.514 10.900 -15.397
29 H -13.482 10.278 -16.960
30 C -9.972 11.127 -19.514
31 C -9.676 9.689 -19.076
32 O -10.764 9.035 -18.518
33 O -10.251 12.046 -18.458
34 H -10.864 11.104 -20.141
35 H -9.219 11.421 -20.245
36 H -8.851 9.549 -18.378
37 H -9.375 9.257 -20.031
38 H -10.957 9.464 -17.681
39 H -10.706 11.555 -17.771
40 C -17.794 9.002 -16.191
41 C -16.961 9.445 -17.412
42 O -16.129 8.351 -17.766
43 O -17.191 9.499 -14.979
44 H -18.018 7.941 -16.079
45 H -18.696 9.611 -16.242
46 H -16.297 10.306 -17.331
47 H -17.692 9.663 -18.191
48 H -15.588 8.275 -16.976
49 H -16.311 9.133 -14.871
50 C -8.411 7.524 -14.106
51 C -9.719 7.941 -14.726
52 O -9.567 9.229 -15.229
53 O -8.465 6.191 -13.572
54 H -8.129 8.193 -13.293
55 H -7.649 7.574 -14.884
56 H -10.548 7.819 -14.030
57 H -9.904 7.265 -15.560
58 H -10.419 9.668 -15.287
59 H -7.587 5.842 -13.403
60 C -8.515 12.298 -15.750
61 C -9.185 12.391 -14.351
62 O -8.856 11.225 -13.609
63 O -8.420 13.468 -16.554
64 H -8.993 11.609 -16.447
65 H -7.490 11.974 -15.571
66 H -10.274 12.414 -14.410
67 H -8.894 13.281 -13.793
68 H -9.159 10.491 -14.149
69 H -9.108 13.397 -17.220
70 C -15.291 5.697 -13.159
71 C -14.919 4.962 -14.363
72 O -15.309 5.641 -15.524
73 O -14.171 6.645 -12.903
74 H -15.532 5.006 -12.351
75 H -16.265 6.178 -13.247
76 H -15.580 4.104 -14.485
77 H -13.928 4.511 -14.422
78 H -14.926 6.503 -15.343
79 H -14.235 7.164 -13.707
80 O -15.141 14.502 -19.394
81 C -14.706 13.407 -19.179
82 N -13.996 13.199 -18.071
83 C -14.989 12.277 -20.139
84 H -13.492 12.325 -18.040
85 H -13.737 13.970 -17.473
86 H -14.103 11.740 -20.476
87 H -15.544 12.587 -21.024
88 H -15.778 11.699 -19.657
89 O -12.777 15.425 -14.058
90 C -12.667 14.561 -14.884
91 N -13.496 13.606 -15.084
92 C -11.375 14.594 -15.772
93 H -14.353 13.688 -14.555
94 H -13.230 12.688 -15.411
95 H -11.157 13.676 -16.319
96 H -10.483 14.841 -15.198
97 H -11.632 15.305 -16.558
98 O -12.927 4.746 -19.411
99 C -12.462 5.565 -18.605
100 N -13.178 6.147 -17.655
101 C -11.002 5.875 -18.538
102 H -14.030 5.682 -17.376
103 H -12.776 6.986 -17.263
104 H -10.756 6.576 -17.740
105 H -10.569 6.322 -19.432
106 H -10.546 4.919 -18.281

***

The following is a DFT calculation (wB97M-V/def2-TZVPD) of a structure of composition C45H39BrF4N2O5PPdTe.

Values from the calculation:
⟨S²⟩ ... 8.801
Highest occupied orbital energy (spin up / spin down) ... -0.4903 / -0.5178 Ha
Multiplicity ... 6
LUMO (spin up / spin down) ... -4.663 / -8.705 eV
Charge ... +2
Largest force on an atom ... 0.773 eV/A

CARTESIAN COORDINATES (ANGSTROEM)
1 Pd 0.117 0.029 0.311
2 F 3.638 3.446 -4.835
3 C 2.718 3.118 -3.957
4 C 1.614 3.930 -3.764
5 F 1.474 5.038 -4.460
6 C 0.655 3.559 -2.835
7 F -0.405 4.345 -2.692
8 C 0.766 2.401 -2.073
9 P -0.497 2.061 -0.805
10 C -0.571 3.548 0.209
11 C 0.471 3.744 1.119
12 C 0.508 4.895 1.888
13 C -0.489 5.852 1.755
14 C -1.512 5.669 0.836
15 C -1.555 4.525 0.055
16 C -2.045 1.807 -1.688
17 C -2.028 1.340 -3.004
18 C -3.220 1.099 -3.669
19 C -4.431 1.328 -3.029
20 C -4.452 1.768 -1.712
21 C -3.264 1.988 -1.031
22 C 1.881 1.597 -2.300
23 Br 2.177 -0.039 -1.384
24 C 2.845 1.945 -3.226
25 F 3.900 1.169 -3.433
26 H 1.249 2.999 1.230
27 H 1.316 5.046 2.591
28 H -0.462 6.748 2.360
29 H -2.275 6.426 0.713
30 H -2.332 4.421 -0.687
31 H -1.087 1.185 -3.520
32 H -3.203 0.750 -4.692
33 H -5.361 1.161 -3.558
34 H -5.396 1.939 -1.211
35 H -3.291 2.308 0.002
36 O -0.867 0.379 2.246
37 C 0.232 0.802 2.723
38 O 1.246 0.878 1.959
39 C 0.334 1.195 4.144
40 C 1.516 1.739 4.642
41 C 1.601 2.105 5.976
42 C 0.512 1.924 6.819
43 C -0.648 1.380 6.298
44 C -0.766 1.016 4.974
45 N -1.813 1.177 7.190
46 O -2.816 0.707 6.691
47 O -1.676 1.476 8.356
48 H 2.358 1.872 3.977
49 H 2.514 2.533 6.366
50 H 0.549 2.197 7.863
51 H -1.693 0.607 4.601
52 C -3.631 -1.351 -0.493
53 C -2.379 -1.754 -1.219
54 O -2.337 -2.302 -2.306
55 N -1.186 -1.431 -0.600
56 Te 0.294 -3.735 -0.706
57 C 1.330 -5.453 -1.183
58 C 1.928 -6.276 -0.203
59 C 1.783 -6.050 1.278
60 C 2.654 -7.365 -0.647
61 C 2.797 -7.664 -2.003
62 C 3.592 -8.848 -2.452
63 C 2.158 -6.851 -2.942
64 C 1.414 -5.754 -2.564
65 C 0.750 -4.903 -3.615
66 C 1.316 -2.962 0.947
67 C 0.592 -2.680 2.115
68 C -0.854 -3.049 2.317
69 C 1.275 -2.090 3.173
70 C 2.625 -1.778 3.092
71 C 3.339 -1.113 4.230
72 C 3.314 -2.092 1.919
73 C 2.693 -2.694 0.838
74 C 3.512 -3.067 -0.371
75 H -4.164 -2.264 -0.222
76 H -4.258 -0.776 -1.174
77 H -3.410 -0.772 0.402
78 H 0.788 -5.689 1.540
79 H 2.513 -5.328 1.648
80 H 1.946 -6.984 1.811
81 H 3.109 -8.022 0.085
82 H 4.008 -9.399 -1.612
83 H 4.412 -8.530 -3.099
84 H 2.968 -9.525 -3.038
85 H 2.242 -7.093 -3.995
86 H 0.655 -5.458 -4.545
87 H 1.338 -4.007 -3.827
88 H -0.257 -4.589 -3.325
89 H -1.403 -3.173 1.380
90 H -1.369 -2.284 2.897
91 H -0.932 -3.993 2.861
92 H 0.733 -1.869 4.086
93 H 2.687 -0.987 5.093
94 H 3.700 -0.130 3.924
95 H 4.208 -1.697 4.536
96 H 4.371 -1.861 1.851
97 H 4.430 -2.483 -0.407
98 H 2.979 -2.907 -1.313
99 H 3.792 -4.122 -0.338

***

The following is a DFT calculation (wB97M-V/def2-TZVPD) of a structure of composition C39H45F3N2S6SbV.

Values from the calculation:
⟨S²⟩ ... 2.050
Highest occupied orbital energy (spin up / spin down) ... -0.2618 / -0.2630 Ha
Multiplicity ... 3
LUMO (spin up / spin down) ... -0.463 / -0.121 eV
Charge ... 0
Largest force on an atom ... 0.466 eV/A

CARTESIAN COORDINATES (ANGSTROEM)
1 V 1.349 -0.561 0.389
2 C 2.363 -2.568 -0.073
3 C 3.392 -1.606 0.177
4 C 3.211 -1.185 1.543
5 C 2.092 -1.914 2.052
6 C 1.561 -2.767 1.068
7 C 0.401 -3.737 1.222
8 C -0.028 -3.800 2.689
9 C -0.806 -3.318 0.376
10 C 0.867 -5.127 0.769
11 C 4.030 -0.275 2.471
12 C 3.221 0.112 3.719
13 C 5.248 -1.064 2.983
14 C 4.466 1.040 1.815
15 C 4.446 -1.289 -0.900
16 C 5.876 -1.419 -0.362
17 C 4.254 0.100 -1.523
18 C 4.331 -2.310 -2.044
19 H 2.226 -3.077 -1.010
20 H 1.703 -1.807 3.048
21 H -0.396 -2.832 3.035
22 H 0.798 -4.107 3.333
23 H -0.837 -4.524 2.805
24 H -1.173 -2.330 0.667
25 H -1.619 -4.036 0.512
26 H -0.558 -3.292 -0.686
27 H 1.744 -5.448 1.333
28 H 1.125 -5.128 -0.292
29 H 0.072 -5.859 0.922
30 H 2.947 -0.756 4.320
31 H 2.315 0.660 3.465
32 H 3.842 0.752 4.347
33 H 4.918 -1.967 3.500
34 H 5.804 -0.452 3.697
35 H 5.927 -1.361 2.191
36 H 3.622 1.525 1.321
37 H 5.263 0.908 1.086
38 H 4.842 1.716 2.585
39 H 6.141 -0.622 0.325
40 H 6.576 -1.371 -1.198
41 H 6.018 -2.377 0.142
42 H 4.286 0.900 -0.789
43 H 3.291 0.156 -2.035
44 H 5.039 0.279 -2.263
45 H 4.463 -3.332 -1.685
46 H 5.115 -2.106 -2.775
47 H 3.372 -2.236 -2.558
48 S -0.894 5.938 3.007
49 C -0.430 4.493 2.391
50 S 0.450 4.326 0.903
51 C 0.556 2.582 0.898
52 C 0.002 1.955 1.951
53 S -0.003 0.222 2.103
54 S -0.700 2.979 3.180
55 S 1.326 1.718 -0.397
56 F -8.438 -1.481 -1.821
57 C -7.197 -1.016 -1.571
58 C -6.122 -1.854 -1.773
59 C -4.849 -1.363 -1.507
60 C -4.658 -0.061 -1.052
61 C -5.774 0.751 -0.858
62 C -7.053 0.281 -1.116
63 Sb -2.664 0.642 -0.672
64 C -3.298 1.876 0.964
65 C -3.598 1.203 2.149
66 C -4.109 1.875 3.248
67 C -4.289 3.242 3.155
68 F -4.771 3.907 4.222
69 C -3.989 3.948 2.009
70 C -3.504 3.251 0.908
71 C -2.693 2.163 -2.195
72 C -1.842 3.263 -2.096
73 C -1.745 4.197 -3.120
74 C -2.509 4.003 -4.254
75 F -2.420 4.897 -5.261
76 C -3.364 2.928 -4.393
77 C -3.449 2.010 -3.353
78 H -6.286 -2.864 -2.124
79 H -3.994 -2.014 -1.657
80 H -5.649 1.764 -0.493
81 H -7.929 0.899 -0.968
82 H -3.432 0.133 2.225
83 H -4.345 1.362 4.170
84 H -4.128 5.020 1.985
85 H -3.288 3.802 0.001
86 H -1.238 3.408 -1.206
87 H -1.098 5.061 -3.043
88 H -3.952 2.824 -5.295
89 H -4.125 1.168 -3.453
90 N 0.714 -0.710 -4.558
91 C 0.580 -0.175 -3.334
92 N 0.337 1.119 -3.238
93 S 0.672 -1.241 -2.005
94 H 0.493 -0.186 -5.388
95 H 0.836 -1.705 -4.630
96 H 0.360 1.729 -4.040
97 H 0.362 1.546 -2.313

***

The following is a DFT calculation (wB97M-V/def2-TZVPD) of the molecule C13H21N5O.

Values from the calculation:
Highest occupied orbital energy ... -0.3044 Ha
LUMO ... 0.795 eV
SMILES string ... CCCCNC(=O)N1CCN(c2ncccn2)CC1
Charge ... 0
Largest force on an atom ... 0.758 eV/A

CARTESIAN COORDINATES (ANGSTROEM)
1 C -4.313 -0.127 -1.315
2 C -4.233 0.258 0.157
3 C -3.586 -0.824 1.024
4 C -2.132 -1.114 0.644
5 N -1.305 0.066 0.718
6 C -0.733 0.604 -0.388
7 O -0.864 0.104 -1.491
8 N -0.051 1.800 -0.221
9 C 0.348 2.322 1.066
10 C 1.591 1.548 1.579
11 N 2.236 0.920 0.447
12 C 1.998 -0.397 0.204
13 N 2.335 -0.863 -1.003
14 C 2.116 -2.140 -1.232
15 C 1.577 -2.992 -0.276
16 C 1.303 -2.416 0.954
17 N 1.506 -1.137 1.206
18 C 2.354 1.806 -0.692
19 C 0.936 2.112 -1.240
20 H -4.803 -1.091 -1.433
21 H -4.884 0.617 -1.866
22 H -3.320 -0.181 -1.753
23 H -3.662 1.184 0.253
24 H -5.239 0.447 0.539
25 H -4.153 -1.752 0.933
26 H -3.624 -0.510 2.071
27 H -2.069 -1.474 -0.384
28 H -1.724 -1.883 1.310
29 H -1.133 0.442 1.633
30 H 0.597 3.376 0.909
31 H -0.476 2.288 1.781
32 H 1.320 0.758 2.279
33 H 2.299 2.231 2.059
34 H 2.383 -2.489 -2.221
35 H 1.387 -4.032 -0.476
36 H 0.900 -2.992 1.779
37 H 2.963 1.316 -1.450
38 H 2.853 2.716 -0.352
39 H 0.844 3.165 -1.521
40 H 0.709 1.486 -2.103

***

Sequential relative energy (zero: lowest compared OMol25 entry of this formula, charge and spin) output: 78.2 39.8 50.9 0.0 1.5 2.9 kcal per mole